Entry from OMol25: C2H5NO4 as an isolated structure at a distorted geometry (ωB97M-V/def2-TZVPD).

```
12
Properties=species:S:1:pos:R:3:forces:R:3
C -2.047224 0.043757 0.252682 5.2992 1.8975 -0.2975
C -0.035030 0.225863 0.178854 -4.3255 -0.9861 -0.5874
N 0.443251 -0.290123 -1.081161 -0.4683 0.7624 0.5284
O -2.513024 1.115827 0.441041 -2.0152 -0.3522 0.2771
O -2.487389 -1.191164 0.078760 -0.6179 0.7611 -0.0248
O 0.405446 -0.520941 1.242619 0.5977 -1.2570 -2.0758
O 0.123890 1.566971 0.368912 2.6833 -0.9039 0.9996
H 0.679467 0.545189 -1.611892 0.2696 -0.6523 -0.3079
H -1.683135 -1.510339 -0.338019 0.2385 -1.2619 -0.2630
H 1.176306 -0.993519 -1.050229 0.0081 0.4694 0.2991
H 0.452083 0.040901 1.972288 0.0546 1.4593 2.0589
H -0.478891 2.221916 0.076935 -1.7239 0.0638 -0.6066
```
Positions in Å, forces in eV/Å.

## Properties
HOMO level, eV: -8.33
Maximum force, eV Å⁻¹: 5.6
LUMO level, eV: 0.63
Relative energy (zero: lowest compared OMol25 entry of this formula, charge and spin), kJ/mol: 306.0

Entry from OMol25: a 2-piece molecular cluster, C2H5NO4 overall at a distorted geometry (ωB97M-V/def2-TZVPD).

```
12
Properties=species:S:1:pos:R:3:forces:R:3
O 1.954683 -0.924425 -1.181520 0.3569 0.0360 -0.2528
C 1.192749 -0.035925 -1.453822 -0.6785 0.2505 0.8846
N 0.888243 1.009221 -0.584644 -0.5262 -0.4702 -0.2098
C 0.913765 0.877248 0.840804 0.7722 1.1428 -0.6689
O -0.010475 1.271521 1.478929 -0.0168 -0.3114 0.4523
O 2.101235 0.519790 1.323608 -0.0885 -0.4778 -0.0410
H 0.551520 0.016321 -2.347113 0.4318 -0.0882 -0.2899
H 0.055434 1.522611 -0.838395 -0.0059 0.0042 -0.1043
H 2.682689 0.238562 0.591367 -0.2706 -0.0900 0.2555
O -3.030727 -1.487630 0.757738 -0.8103 0.1026 -0.0517
H -3.596189 -2.117043 0.290866 0.3438 -0.1247 -0.0395
H -3.702923 -0.890250 1.122184 0.4920 0.0261 0.0654
```
Positions in Å, forces in eV/Å.

## Properties
HOMO level, eV: -10.95
Maximum force, eV Å⁻¹: 1.5
LUMO level, eV: 0.57
Relative energy (zero: lowest compared OMol25 entry of this formula, charge and spin), kJ/mol: 117.4
Structure (SMILES): O=CNC(=O)O.O

Entry from OMol25: a 2-piece molecular cluster, C2H5NO4 overall at a distorted geometry (ωB97M-V/def2-TZVPD).

```
12
Properties=species:S:1:pos:R:3:forces:R:3
O -0.628068 2.979349 0.851894 -1.7817 -0.2535 -0.1057
C -0.151983 1.842727 0.759589 4.6883 5.4747 0.4050
N 0.292755 1.313031 -0.419691 -1.2059 -1.1877 -0.4599
C 0.150093 -0.084543 -0.161194 0.1274 -0.9316 -1.9431
O -0.211660 -0.333593 1.041039 -2.2132 0.9359 1.1515
O 0.290465 -0.892096 -1.042279 0.5392 -0.1553 -0.2509
H -1.005181 1.018516 1.084408 0.3293 -3.5572 1.2917
H -0.254374 1.561782 -1.237058 0.4342 0.2869 -0.4299
H 0.635735 1.648916 1.531505 -0.8331 -0.4193 0.3473
H 0.724448 -4.228517 -1.156510 0.0384 0.3015 0.0062
H 0.322925 -2.739295 -0.836391 0.0573 -0.1884 -0.1614
O 0.048158 -3.665096 -0.769730 -0.1803 -0.3060 0.1492
```
Positions in Å, forces in eV/Å.

## Properties
HOMO level, eV: -10.59
Maximum force, eV Å⁻¹: 7.2
LUMO level, eV: -3.88
Relative energy (zero: lowest compared OMol25 entry of this formula, charge and spin), kJ/mol: 608.1

Entry from OMol25: a 2-piece molecular cluster, C2H5NO4P overall at a distorted geometry (ωB97M-V/def2-TZVPD).

```
13
Properties=species:S:1:pos:R:3:forces:R:3
C 1.162920 -1.849845 -1.007458 0.4160 0.6915 0.0301
C 1.577424 -0.497443 -0.657583 -1.6553 -0.1532 1.2163
N 2.183643 -0.943579 -1.651162 0.9796 0.5199 -0.1981
O -1.021176 0.418062 -0.932662 -0.8952 0.8010 -0.4747
O -0.119289 2.233845 0.704074 0.1961 -1.7346 -3.6601
O -2.292049 1.219980 1.278184 0.6258 0.1655 -0.2897
O -0.238330 -0.240651 1.367814 -0.1779 0.4193 0.4833
P -0.910190 0.767701 0.494978 0.9048 0.0874 1.7411
H 1.462591 -2.697552 -0.453604 0.8260 -0.7520 0.6673
H 0.294588 -2.037287 -1.567062 -1.2197 0.1597 -0.6847
H 1.192710 0.239157 0.134770 1.7582 -0.9636 -1.4908
H -2.986967 0.885778 0.738643 -1.2046 -0.3079 -0.5463
H -0.305876 2.501835 1.551069 -0.5539 1.0671 3.2064
```
Positions in Å, forces in eV/Å.

## Properties
HOMO level, eV: -5.29
Total charge: -1
Maximum force, eV Å⁻¹: 4.1
LUMO level, eV: 3.78
Relative energy (zero: lowest compared OMol25 entry of this formula, charge and spin), kJ/mol: 245.1

Entry from OMol25: a 2-piece molecular cluster, C2H5NO5S overall at a distorted geometry (ωB97M-V/def2-TZVPD).

```
14
Properties=species:S:1:pos:R:3:forces:R:3
C 0.446084 0.065946 0.445438 1.0590 -1.4086 2.6921
C -0.177272 -0.720702 -0.729000 0.3807 0.9091 4.0744
N -2.307570 -1.337026 0.097121 -0.1699 -1.0043 0.6147
O -1.017748 -1.698597 -0.189475 -1.3908 -2.1733 0.3668
O -2.921667 -2.189856 0.666258 1.3576 1.0542 -1.0269
O -3.974500 0.686931 -1.077377 -0.4712 -0.0055 0.6386
O -2.528613 1.498783 0.677890 -0.3571 0.0182 0.5279
O 0.236167 1.423966 0.338631 -0.3718 0.3605 0.0838
S -3.730406 0.787462 0.335110 0.2883 0.5748 -1.2674
H -0.087008 -0.520489 1.389396 1.3291 1.9203 -1.6541
H 1.581910 0.074627 0.675260 -1.7190 -1.0969 -0.8947
H 0.538558 -1.201285 -1.229656 2.6456 -2.2282 -2.1012
H -0.642022 -0.084130 -1.355642 -1.9267 2.2034 -2.0901
H -0.709238 1.493625 0.232748 -0.6536 0.8765 0.0363
```
Positions in Å, forces in eV/Å.

## Properties
HOMO level, eV: -10.29
Maximum force, eV Å⁻¹: 4.2
LUMO level, eV: -1.33
Relative energy (zero: lowest compared OMol25 entry of this formula, charge and spin), kJ/mol: 379.3

Entry from OMol25: an isolated ion of composition C2H5NO7 and charge -2 at a distorted geometry (ωB97M-V/def2-TZVPD).

```
15
Properties=species:S:1:pos:R:3:forces:R:3
O 1.103987 -1.111848 -0.971154 0.0766 -0.7339 -0.6225
C 0.984520 -0.250215 -0.021704 1.4103 2.3261 2.4656
O 2.153103 0.798632 -0.084164 -1.3111 -0.2825 -3.0736
O 1.146133 -0.683323 1.290811 -1.7720 0.6121 1.7945
C -0.329794 0.641894 -0.059451 1.0034 -2.4207 -2.7986
O -0.518897 1.480984 0.870819 0.0792 1.3635 1.3011
O -0.197138 1.095376 -1.464394 1.5403 -1.9170 -0.3451
N -1.571958 -0.307420 -0.127761 -0.2454 0.1577 -3.1689
O -2.248348 -0.146653 1.008081 -1.4761 0.2870 3.2238
O -1.340954 -1.734099 -0.332100 1.8192 0.8370 0.5174
H 1.924780 1.025310 -1.055297 1.1093 0.2382 2.2960
H 0.538707 0.002815 1.772277 1.5470 -1.5044 -0.9115
H 0.438209 0.246959 -1.749103 -2.3862 2.2898 0.1289
H -1.761137 0.658125 1.430177 -0.0350 -0.7597 -0.7046
H -0.321216 -1.716535 -0.507031 -1.3597 -0.4933 -0.1025
```
Positions in Å, forces in eV/Å.

## Properties
HOMO level, eV: 1.12
Total charge: -2
Maximum force, eV Å⁻¹: 3.8
LUMO level, eV: 6.99
Relative energy (zero: lowest compared OMol25 entry of this formula, charge and spin), kJ/mol: 164.8
Structure (SMILES): [O-]C(O)(O)[C@@]([O-])(O)N(O)O